Density functional theory data (wB97M-V/def2-TZVPD) for 6 unconnected molecules or ions with the total composition C46H79NO18.

```
144
Properties=species:S:1:pos:R:3:forces:R:3
C 7.180513 1.652538 -0.329330 -0.080 -0.464 0.402
C 6.384289 0.726322 0.242864 0.149 0.049 -0.326
C 5.072050 0.301916 -0.323382 0.906 -0.680 -0.698
C 4.971635 -0.856689 -1.106432 0.257 0.735 0.689
N 6.123267 -1.587556 -1.410572 -0.993 -0.832 -0.670
C 6.510100 -2.548267 -0.676167 0.314 0.159 0.000
C 7.355241 -3.623038 -1.292284 0.486 0.461 0.207
C 6.251970 -2.666306 0.803746 -0.091 -0.629 -0.189
C 3.739667 -1.248847 -1.647180 -0.092 -0.211 -0.108
C 3.708145 -2.531368 -2.454878 -0.075 -0.034 0.318
O 4.162510 -3.630307 -1.664816 -0.101 0.044 -0.106
C 3.092942 -4.326469 -1.041892 -0.244 -0.213 0.422
C 3.542056 -4.851800 0.317013 0.621 -0.024 -0.158
O 3.136606 -6.194969 0.464462 -0.128 0.132 -0.041
C 3.828619 -6.903632 1.468619 0.266 -0.502 0.438
C 4.378895 -8.209476 0.922506 -0.058 -0.038 0.065
C 2.602321 -0.467581 -1.420501 -0.168 0.047 0.046
C 1.266634 -0.842245 -2.035941 0.525 0.168 0.162
C 0.168502 -1.373393 -1.151927 -0.423 -0.413 -0.337
O -0.785473 -1.919708 -1.631418 -0.031 0.112 0.078
O 0.272428 -1.234158 0.207323 0.211 0.894 -0.356
C -0.926793 -0.913467 0.863348 -0.795 -0.855 0.415
C -1.760169 0.204736 0.320418 0.427 0.504 0.022
O -1.217803 -1.530056 1.839954 0.379 0.123 0.019
C 2.705092 0.681793 -0.629273 0.273 -0.074 -0.038
C 3.938191 1.065328 -0.074184 -0.212 -0.051 -0.248
C 3.945713 2.302122 0.782033 -0.127 -0.196 -0.147
O 4.862651 3.077752 0.894113 0.084 0.040 0.081
C 2.680904 2.532894 1.550706 -0.125 -0.014 0.300
C 2.883615 3.160877 2.900753 0.219 0.162 0.051
C 1.627094 3.223636 3.729788 0.243 -0.398 0.032
O 1.101930 2.194714 4.067515 -0.420 0.158 0.173
C 1.522695 2.152471 1.020021 0.270 0.003 0.041
C 1.535872 1.558429 -0.341138 0.009 0.030 0.120
O 0.656647 1.812380 -1.137152 -0.194 -0.162 0.013
H 7.525110 2.472319 0.296590 1.412 -0.735 0.160
H 7.487045 1.603388 -1.370444 -1.199 0.887 -0.387
H 6.686954 0.256184 1.179083 -0.772 1.105 0.803
H 7.464831 -3.426866 -2.354899 0.064 -0.083 -0.015
H 6.877782 -4.590336 -1.133258 -0.109 0.028 -0.023
H 8.335887 -3.661361 -0.807872 0.021 -0.075 -0.063
H 5.231388 -2.421652 1.096574 0.073 0.271 0.030
H 6.461842 -3.688985 1.120216 -0.067 0.011 0.079
H 6.980239 -2.037138 1.318686 -0.159 0.167 0.050
H 4.327989 -2.417933 -3.344936 0.266 -0.195 0.142
H 2.704625 -2.779513 -2.786766 0.017 0.135 -0.200
H 2.789017 -5.190246 -1.640390 -0.015 0.068 -0.112
H 2.225900 -3.674511 -0.898157 0.006 0.061 -0.150
H 4.638014 -4.808764 0.329531 -0.021 0.016 -0.022
H 3.190389 -4.213822 1.136905 -0.141 -0.082 0.033
H 3.164798 -7.139102 2.308029 -0.158 0.187 -0.066
H 4.655251 -6.323695 1.894224 -0.053 0.228 -0.175
H 3.560651 -8.866183 0.628304 0.042 0.013 -0.168
H 4.950748 -8.728005 1.694414 -0.018 0.035 0.054
H 5.043372 -8.040207 0.075374 -0.083 0.020 -0.072
H 0.854682 0.041092 -2.523228 -0.145 -0.015 0.080
H 1.375910 -1.582240 -2.819202 -0.039 0.032 -0.029
H -1.273213 1.145439 0.588819 0.090 0.001 -0.162
H -1.866771 0.183228 -0.759168 -0.046 -0.022 0.002
H -2.721681 0.212637 0.817965 -0.082 -0.292 -0.084
H 3.563198 2.497050 3.446736 0.040 0.061 0.028
H 3.407834 4.113387 2.817628 -0.137 0.072 -0.120
H 1.224098 4.198028 4.053392 0.013 0.078 -0.093
H 0.576183 2.279550 1.528831 -0.073 0.114 -0.145
C -5.528348 0.309863 1.081087 0.014 -0.061 -0.041
O -5.498726 0.601399 -0.303536 -0.031 0.069 0.107
C -6.594822 0.052962 -1.019146 0.197 0.056 -0.142
C -7.639203 1.100503 -1.328585 -0.236 -0.116 0.028
O -8.276470 1.568939 -0.147982 0.146 0.053 0.066
C -7.805369 2.838686 0.267027 -0.096 0.044 -0.013
H -4.760967 0.913135 1.564241 0.002 0.019 -0.025
H -6.496574 0.552249 1.526189 -0.009 -0.018 -0.003
H -5.303027 -0.748561 1.252134 -0.044 0.002 0.077
H -7.042380 -0.776783 -0.463211 -0.020 0.013 0.019
H -6.202872 -0.342906 -1.961008 -0.028 -0.020 0.000
H -8.412986 0.650238 -1.959098 0.022 0.005 -0.026
H -7.195109 1.932549 -1.882717 0.011 0.009 0.007
H -8.159171 3.613341 -0.421565 0.089 0.042 0.002
H -6.714085 2.866718 0.320255 0.003 0.008 -0.031
H -8.209932 3.038300 1.258826 -0.044 -0.039 -0.010
C 12.596145 -1.129117 -1.193970 0.026 0.009 -0.020
O 12.632624 -0.780516 -2.564767 -0.062 0.019 0.097
C 11.397753 -0.987231 -3.231591 0.213 0.018 -0.154
C 10.646017 0.308582 -3.432839 -0.279 -0.063 0.061
O 10.212527 0.858311 -2.198916 0.093 0.047 0.022
C 11.008797 1.941525 -1.755508 -0.054 -0.008 0.032
H 13.519208 -0.772356 -0.740205 0.022 -0.013 -0.033
H 11.747513 -0.666623 -0.683271 -0.011 -0.015 0.003
H 12.542416 -2.216776 -1.072611 -0.036 0.003 0.035
H 10.776062 -1.701463 -2.682541 -0.026 0.021 0.019
H 11.625395 -1.418587 -4.211463 -0.035 -0.012 0.000
H 9.751760 0.106134 -4.030897 0.020 -0.001 -0.025
H 11.264984 1.025640 -3.980587 0.041 -0.011 0.013
H 10.840184 2.826668 -2.378566 0.055 0.007 -0.008
H 12.072201 1.689682 -1.765006 0.006 0.012 -0.016
H 10.708122 2.171234 -0.734376 -0.041 -0.008 -0.009
C -7.729060 6.692298 -5.684556 -0.016 0.032 0.003
O -8.824355 6.982330 -4.836147 0.090 -0.070 0.003
C -9.600941 5.842211 -4.507236 -0.105 0.237 0.027
C -9.296908 5.341393 -3.113681 -0.011 -0.322 -0.041
O -7.978472 4.821398 -3.018126 0.047 0.149 0.032
C -7.081423 5.716731 -2.385318 0.034 -0.055 0.023
H -7.105686 7.583543 -5.730902 -0.034 0.024 -0.001
H -7.131851 5.860888 -5.301711 -0.003 -0.012 -0.013
H -8.075705 6.452826 -6.695655 0.031 -0.041 -0.002
H -9.444399 5.042855 -5.238054 0.024 -0.021 0.015
H -10.652860 6.141187 -4.551565 -0.008 -0.039 -0.001
H -9.986342 4.524849 -2.875233 -0.025 0.028 0.008
H -9.451889 6.139788 -2.381844 0.011 0.030 -0.018
H -7.302883 5.783819 -1.314134 0.025 0.082 0.001
H -7.129266 6.714576 -2.827589 -0.019 0.007 0.013
H -6.073008 5.324796 -2.508574 -0.028 -0.069 -0.007
C -12.910417 1.257851 3.358055 0.007 0.039 -0.009
O -12.011091 1.924644 2.493921 -0.068 -0.094 0.005
C -11.028472 1.065845 1.930862 0.070 0.289 -0.003
C -11.352208 0.703724 0.500879 0.027 -0.326 -0.021
O -12.516948 -0.108355 0.418342 -0.069 0.115 0.024
C -13.667279 0.600984 0.003854 0.010 -0.046 0.008
H -13.716537 1.951514 3.592204 0.026 0.030 0.004
H -13.334470 0.366622 2.888402 0.008 -0.014 0.013
H -12.411545 0.971508 4.290707 -0.022 -0.050 -0.001
H -10.915929 0.159519 2.533927 -0.031 -0.022 -0.012
H -10.077741 1.604782 1.946415 0.025 -0.051 -0.016
H -10.520502 0.126667 0.090944 0.028 0.049 -0.009
H -11.465333 1.608375 -0.104020 -0.003 0.023 0.019
H -13.597255 0.868043 -1.056804 -0.017 0.054 0.011
H -13.816482 1.508559 0.594779 0.001 0.015 -0.017
H -14.525570 -0.054984 0.141721 0.019 -0.030 -0.014
C 3.154976 -0.240562 4.159550 0.064 -0.085 -0.068
O 3.759810 -1.471422 3.799104 0.035 0.136 0.020
C 3.896293 -2.372241 4.885747 0.150 -0.114 -0.225
C 2.820581 -3.433908 4.846164 -0.100 0.003 0.284
O 1.544193 -2.872344 5.078228 -0.013 0.003 -0.134
C 0.783885 -2.690628 3.891743 -0.033 -0.029 0.071
H 2.924653 0.292985 3.239377 -0.010 -0.070 -0.033
H 2.227822 -0.389983 4.714346 -0.003 0.017 0.004
H 3.845459 0.364659 4.761000 -0.040 0.007 0.036
H 3.865146 -1.838905 5.840749 -0.039 0.009 0.003
H 4.878633 -2.848551 4.795348 -0.005 -0.011 0.028
H 3.007652 -4.166316 5.638810 0.044 -0.009 -0.023
H 2.847808 -3.959972 3.885427 0.005 0.016 -0.023
H 0.454653 -3.656705 3.495243 0.007 0.019 -0.064
H 1.352647 -2.160246 3.124799 -0.002 -0.012 -0.019
H -0.093684 -2.102703 4.145011 0.000 -0.012 0.043
```
Forces are in eV/Å.

structure (SMILES) = C=Cc1c(N=C(C)C)c(COCCOCC)c(CC(=O)OC(C)=O)c2c1C(=O)C(CC=O)=CC2=O.COCCOC.COCCOC.COCCOC.COCCOC.COCCOC
spin multiplicity = 1


Density functional theory data (wB97M-V/def2-TZVPD) for 3 unconnected molecules or ions with the total composition C3H6ClNOS.

```
13
Properties=species:S:1:pos:R:3:forces:R:3
C 2.523193 2.068648 -0.478657 0.358 0.269 1.305
C -0.958871 -0.231545 0.983794 -2.397 -4.337 -1.881
C -0.335642 0.089542 -1.574996 -0.996 -0.342 0.931
N 1.830029 1.115995 -0.546231 -0.922 -1.121 -0.565
O 3.249572 2.923228 -0.173120 0.884 1.258 -0.445
S -1.568492 -0.640579 -0.817685 1.263 0.783 1.469
Cl 2.127130 -1.725145 0.566506 0.122 -0.683 0.204
H -1.944881 -0.244302 1.468156 0.929 -0.042 0.756
H -0.521076 0.667519 0.850202 1.281 2.937 0.006
H -0.213746 -1.058230 1.118395 -1.047 0.859 0.669
H -0.477876 -0.026567 -2.600068 -0.116 -0.142 -2.145
H 1.873091 -0.837143 -0.321875 0.244 0.365 -0.030
H 0.837375 0.787987 -0.939336 0.399 0.198 -0.274
```
Forces are in eV/Å.

energy relative to the best compared isomer or geometry (same formula, charge and spin) = 69.87 kcal per mole
spin multiplicity = 1


Number 1: energy -87318.3114 eV, maximum force 1.6 eV/Å, LUMO energy -0.90 eV. Number 2: energy -30100.4370 eV, maximum force 5.3 eV/Å, LUMO energy -1.12 eV.